# C72H176F18N11O40S6

A cluster of 17 separate species, C72H176F18N11O40S6 in total at a distorted geometry (ωB97M-V/def2-TZVPD, the Open Molecules 2025 dataset).

Last column: Mulliken charge in e.
Geometry (Å):
C: 0.957 6.010 3.091  -0.5227
O: -0.408 6.186 2.755  -0.1085
C: -0.764 7.504 2.446  -0.4945
C: -0.710 7.699 0.938  -0.8144
N: -1.298 6.517 0.184  0.5099
H: -1.249 6.789 -0.787  0.3322
H: -0.700 5.706 0.254  0.5104
C: -2.792 6.163 0.393  -0.2093
C: -3.524 5.703 -0.886  -1.0579
O: -2.708 4.920 -1.726  0.0949
C: -2.542 3.588 -1.325  0.0737
H: 1.072 6.622 3.986  0.4184
H: 1.599 6.394 2.298  0.3060
H: 1.129 4.940 3.208  -0.0995
H: -0.241 8.260 3.031  0.4944
H: -1.816 7.575 2.722  0.2184
H: 0.290 7.635 0.508  0.4686
H: -1.285 8.520 0.509  0.4317
H: -3.214 7.131 0.662  0.8094
H: -2.882 5.502 1.256  -0.2520
H: -3.613 6.563 -1.549  0.3398
H: -4.476 5.180 -0.805  0.4066
H: -3.486 3.054 -1.433  0.5185
H: -2.144 3.689 -0.316  -0.3886
H: -1.826 3.026 -1.925  -0.2693
C: -12.269 0.444 0.813  -0.8080
O: -10.980 0.151 0.404  -0.2947
C: -10.815 -1.252 0.078  -0.7449
C: -9.398 -1.535 -0.237  -0.4250
N: -8.495 -0.775 0.784  -0.1464
H: -8.604 0.229 0.794  0.4338
H: -8.828 -1.093 1.683  0.4019
C: -6.986 -1.175 0.605  -0.9059
C: -6.372 -0.521 -0.596  -0.2506
O: -6.806 -1.109 -1.791  -0.3693
C: -6.138 -0.713 -2.972  -0.6274
H: -12.477 0.017 1.794  0.3446
H: -13.108 0.180 0.169  0.3283
H: -12.336 1.530 0.881  0.2507
H: -11.464 -1.571 -0.738  0.4809
H: -11.102 -1.913 0.896  0.4199
H: -9.111 -1.114 -1.201  0.3196
H: -9.136 -2.582 -0.084  0.3429
H: -6.891 -2.259 0.553  0.2879
H: -6.523 -0.725 1.483  0.4269
H: -5.312 -0.769 -0.545  0.1246
H: -6.543 0.556 -0.597  0.6011
H: -6.555 -1.287 -3.800  0.3230
H: -5.057 -0.832 -2.896  0.0258
H: -6.438 0.303 -3.229  0.4588
C: 1.462 -9.655 -1.855  -0.9140
O: 1.356 -8.555 -2.688  -0.1746
C: 2.100 -8.723 -3.884  -0.7799
C: 1.933 -7.415 -4.689  -0.3818
N: 2.364 -6.195 -3.821  0.8267
H: 1.557 -6.036 -3.235  -0.4213
H: 3.087 -6.490 -3.180  0.5033
C: 2.891 -4.969 -4.575  -1.3711
C: 3.207 -3.721 -3.662  0.8852
O: 4.081 -3.893 -2.591  0.0567
C: 5.444 -3.595 -2.861  -0.5119
H: 0.800 -10.456 -2.183  0.3326
H: 1.194 -9.439 -0.821  0.2085
H: 2.491 -10.010 -1.802  0.4009
H: 1.784 -9.540 -4.532  0.3944
H: 3.135 -8.825 -3.557  0.4821
H: 0.863 -7.291 -4.857  0.2085
H: 2.448 -7.471 -5.647  0.5150
H: 2.168 -4.706 -5.348  0.2637
H: 3.847 -5.336 -4.951  0.6233
H: 2.235 -3.493 -3.224  -0.6595
H: 3.482 -2.831 -4.228  0.2128
H: 5.661 -2.537 -2.715  -0.0399
H: 5.651 -3.811 -3.909  0.3456
H: 6.198 -4.045 -2.214  0.2721
C: -7.835 6.446 -5.187  -0.8150
O: -6.422 6.441 -4.916  -0.4036
C: -6.143 5.168 -4.361  -1.0770
C: -4.645 5.115 -4.173  0.2088
N: -3.983 5.090 -5.560  -0.1281
H: -4.182 4.223 -6.038  0.4884
H: -4.320 5.896 -6.067  0.5155
C: -2.433 5.363 -5.527  -0.3310
C: -1.836 5.179 -6.945  -0.8297
O: -2.481 4.135 -7.608  -0.1899
C: -2.105 3.905 -8.980  -0.9600
H: -8.215 7.444 -5.405  0.2959
H: -8.447 5.953 -4.432  0.3162
H: -8.080 5.898 -6.097  0.3370
H: -6.619 4.290 -4.799  0.5400
H: -6.552 5.220 -3.352  0.4472
H: -4.183 4.385 -3.509  -0.3310
H: -4.307 6.087 -3.815  0.5517
H: -1.946 4.672 -4.838  -0.0032
H: -2.104 6.329 -5.143  0.5778
H: -0.760 5.044 -6.834  0.3866
H: -1.821 6.111 -7.509  0.5333
H: -2.529 2.981 -9.373  0.2987
H: -1.025 3.831 -9.109  0.3560
H: -2.467 4.639 -9.699  0.3334
C: -6.185 7.690 7.060  -0.7472
O: -6.894 6.665 6.282  -0.3670
C: -7.283 7.081 4.961  -0.4970
C: -7.276 5.891 3.876  -0.7080
N: -6.199 4.781 4.086  -0.0996
H: -6.444 4.187 4.866  0.4526
H: -6.078 4.212 3.261  0.3205
C: -4.772 5.359 4.281  -0.6058
C: -3.636 4.315 4.285  -0.6101
O: -3.490 3.833 2.982  -0.2864
C: -2.269 3.058 2.794  -0.6697
H: -6.098 7.281 8.067  0.2710
H: -6.659 8.666 6.963  0.3531
H: -5.159 7.890 6.751  0.3192
H: -6.658 7.874 4.550  0.4138
H: -8.333 7.362 5.044  0.4019
H: -7.319 6.235 2.842  0.3521
H: -8.191 5.300 3.921  0.4587
H: -4.813 5.879 5.238  0.2356
H: -4.567 6.115 3.523  0.4323
H: -3.814 3.520 5.010  0.4946
H: -2.710 4.804 4.586  0.3065
H: -2.143 2.216 3.474  0.5009
H: -1.425 3.743 2.872  0.2346
H: -2.267 2.576 1.817  -0.0817
C: -2.529 -5.456 6.178  -0.3614
O: -3.824 -5.729 5.646  -0.3694
C: -4.073 -7.125 5.189  -0.8293
C: -3.221 -7.428 3.856  -0.8599
N: -3.418 -6.518 2.653  1.6443
H: -3.227 -5.550 2.871  0.3949
H: -2.761 -6.752 1.923  -0.3709
C: -4.848 -6.678 2.011  -0.6578
C: -4.950 -5.962 0.645  -0.6223
O: -4.498 -4.610 0.818  -0.0640
C: -4.464 -3.828 -0.429  -0.9249
H: -1.772 -5.383 5.398  -0.0548
H: -2.221 -6.327 6.757  0.4726
H: -2.533 -4.541 6.770  0.1983
H: -5.156 -7.223 5.117  0.3583
H: -3.832 -7.881 5.936  0.4297
H: -3.287 -8.419 3.407  0.5866
H: -2.148 -7.321 4.018  0.4567
H: -5.599 -6.251 2.676  0.4569
H: -5.066 -7.735 1.865  0.3786
H: -5.977 -5.908 0.282  0.5307
H: -4.338 -6.506 -0.075  0.1554
H: -3.985 -4.375 -1.241  0.2890
H: -4.051 -2.841 -0.218  0.0227
H: -5.407 -3.507 -0.872  0.6432
C: 3.755 2.037 3.980  -0.5640
O: 3.225 0.704 4.232  -0.2387
C: 1.869 0.743 4.582  -0.6036
C: 1.270 -0.670 4.959  0.5335
N: 2.204 -1.399 5.999  -0.2260
H: 3.196 -1.352 5.812  0.6317
H: 2.111 -0.844 6.838  0.4476
C: 1.758 -2.864 6.301  -0.4803
C: 2.827 -3.531 7.253  -0.6926
O: 4.123 -3.279 6.723  -0.2496
C: 5.139 -3.355 7.727  -0.8526
H: 3.435 2.814 4.674  0.4403
H: 3.345 2.327 3.012  -0.0269
H: 4.845 2.025 3.968  0.2384
H: 1.298 1.138 3.742  0.2369
H: 1.643 1.475 5.357  0.5125
H: 1.213 -1.320 4.086  -0.8474
H: 0.289 -0.563 5.422  0.3959
H: 1.592 -3.438 5.389  0.0094
H: 0.744 -2.770 6.691  0.5034
H: 2.575 -4.568 7.476  0.4836
H: 2.638 -2.975 8.171  0.4005
H: 5.234 -2.389 8.221  0.3561
H: 6.096 -3.392 7.207  0.2609
H: 5.112 -4.169 8.451  0.3310
C: -0.525 -3.016 -8.716  -0.7239
O: 0.492 -2.272 -8.044  -0.5230
C: 0.400 -2.261 -6.644  0.5685
C: 1.459 -1.397 -6.015  -0.0653
N: 1.559 -0.033 -6.717  0.2210
H: 2.525 0.235 -6.589  0.2437
H: 1.473 -0.298 -7.688  0.6322
C: 0.565 1.045 -6.480  -0.9334
C: 0.860 1.887 -5.245  1.5667
O: 2.160 2.398 -5.313  -0.5325
C: 2.638 3.000 -4.177  -0.3813
H: -0.298 -4.078 -8.622  0.2895
H: -0.604 -2.753 -9.771  0.3135
H: -1.523 -2.899 -8.292  0.2450
H: 0.475 -3.288 -6.285  -0.0780
H: -0.582 -1.910 -6.329  0.0558
H: 2.488 -1.664 -6.255  0.4249
H: 1.398 -1.279 -4.933  -0.6251
H: -0.420 0.587 -6.383  -0.0962
H: 0.658 1.634 -7.392  0.6996
H: 0.796 1.338 -4.306  -0.7034
H: 0.127 2.693 -5.200  -0.1181
H: 2.532 2.302 -3.346  -0.2211
H: 2.169 3.958 -3.951  0.3007
H: 3.701 3.190 -4.323  0.4139
C: -1.954 -8.631 0.388  -0.7609
O: -1.480 -7.360 0.711  -0.6622
C: -1.003 -6.513 -0.371  -0.5515
C: -0.609 -5.156 0.275  0.9402
N: 0.402 -5.299 1.394  1.6238
H: 0.466 -4.453 1.942  -0.5835
H: 0.115 -6.049 2.005  0.4770
C: 1.844 -5.667 0.945  -1.4319
C: 2.602 -4.577 0.069  0.1438
O: 2.687 -3.374 0.759  0.2988
C: 3.672 -3.354 1.777  -0.9274
H: -2.232 -9.119 1.322  0.2893
H: -1.200 -9.194 -0.161  0.1625
H: -2.781 -8.573 -0.320  0.3144
H: -1.826 -6.439 -1.082  0.6625
H: -0.154 -6.893 -0.940  -0.0816
H: -1.508 -4.669 0.650  -0.2877
H: -0.202 -4.415 -0.414  -0.7219
H: 1.714 -6.626 0.443  0.5166
H: 2.465 -5.934 1.800  0.5560
H: 2.116 -4.388 -0.888  -0.5897
H: 3.510 -5.091 -0.247  0.8224
H: 4.548 -3.849 1.359  0.3403
H: 3.312 -3.616 2.772  0.1989
H: 3.923 -2.311 1.969  0.1407
C: -1.036 -0.396 -3.191  -0.6974
O: 0.054 -0.502 -2.238  1.3923
C: -0.397 -0.468 -0.924  -0.1964
C: 0.824 -0.904 -0.040  0.3382
N: 2.142 -0.101 -0.366  1.9748
H: 1.836 0.708 -0.888  -1.1403
H: 2.633 0.204 0.463  0.4083
C: 3.164 -0.765 -1.356  1.3731
C: 4.558 -0.141 -1.156  -1.3630
O: 4.673 -0.030 0.277  -0.2116
C: 5.628 0.860 0.702  -1.0215
H: -1.754 -1.212 -3.115  -0.0201
H: -0.616 -0.611 -4.174  -0.7224
H: -1.535 0.573 -3.215  0.3548
H: -1.195 -1.143 -0.614  0.0576
H: -0.732 0.519 -0.604  0.0642
H: 1.065 -1.966 -0.008  -0.9402
H: 0.637 -0.664 1.007  -0.1131
H: 2.772 -0.745 -2.373  -0.0694
H: 3.110 -1.803 -1.027  -0.5075
H: 4.642 0.850 -1.600  0.4675
H: 5.353 -0.806 -1.491  0.4398
H: 5.977 0.588 1.698  0.2004
H: 5.057 1.785 0.778  0.3460
H: 6.575 0.935 0.167  0.3582
C: 12.251 2.700 1.600  -0.8450
O: 12.386 2.631 3.034  -0.3363
C: 13.045 3.733 3.666  -0.5874
C: 12.278 4.185 4.872  -0.2883
N: 11.893 2.907 5.595  -0.2354
H: 11.380 2.404 4.884  0.4612
H: 12.709 2.342 5.778  0.3815
C: 11.101 3.026 6.937  -0.7556
C: 10.547 1.715 7.433  -0.5271
O: 9.747 1.249 6.376  -0.2245
C: 9.152 -0.020 6.547  -0.8152
H: 11.726 1.790 1.314  0.2767
H: 13.178 2.511 1.058  0.3461
H: 11.726 3.549 1.163  0.3386
H: 13.153 4.616 3.036  0.4164
H: 14.032 3.476 4.051  0.3854
H: 11.328 4.575 4.507  0.1362
H: 12.818 4.787 5.603  0.3963
H: 10.309 3.765 6.809  0.3628
H: 11.782 3.466 7.665  0.4186
H: 9.969 1.944 8.329  0.3882
H: 11.342 1.017 7.696  0.4150
H: 8.314 -0.319 5.917  0.2195
H: 8.686 -0.097 7.529  0.3170
H: 10.002 -0.702 6.533  0.3375
C: -2.466 -1.247 3.132  0.3229
F: -3.678 -1.506 3.609  -0.2169
F: -2.541 -0.887 1.847  0.0959
F: -2.036 -0.258 3.907  -0.2665
S: -1.317 -2.834 3.393  1.0269
O: -0.844 -2.833 4.837  -0.6449
O: -2.098 -4.078 3.072  -1.0320
O: -0.150 -2.663 2.492  -0.8919
C: 6.593 0.539 -5.343  0.5281
F: 7.455 0.426 -6.427  -0.2093
F: 7.144 0.159 -4.223  -0.1984
F: 6.299 1.839 -5.207  -0.2021
S: 4.964 -0.439 -5.745  1.4238
O: 4.034 -0.315 -4.607  -0.7020
O: 4.427 0.228 -6.933  -0.8626
O: 5.264 -1.830 -6.052  -0.7212
C: 2.969 4.521 -0.136  0.2669
F: 2.761 5.450 -1.021  -0.2093
F: 3.981 3.765 -0.556  -0.1211
F: 3.278 5.125 0.975  -0.1849
S: 1.380 3.388 0.069  0.8036
O: 0.251 4.345 0.225  -1.2534
O: 1.237 2.593 -1.136  -0.6844
O: 1.708 2.649 1.314  -0.2753
C: 6.664 4.680 2.692  0.5068
F: 5.588 4.817 3.420  -0.2225
F: 6.876 3.348 2.722  -0.2369
F: 6.371 5.108 1.454  -0.2121
S: 8.181 5.630 3.546  1.2506
O: 8.004 7.072 3.476  -0.6848
O: 8.221 5.080 4.889  -0.6658
O: 9.374 5.277 2.779  -0.6882
C: -2.252 -4.662 -4.543  -0.1808
F: -3.108 -3.676 -4.581  -0.0493
F: -2.814 -5.798 -4.083  -0.2123
F: -1.670 -4.914 -5.718  -0.1763
S: -0.884 -4.143 -3.247  0.8903
O: -0.191 -5.432 -2.947  -1.0307
O: -0.022 -3.154 -3.889  -0.2987
O: -1.602 -3.579 -2.117  -0.5048
C: -4.015 -0.158 -5.826  0.2551
F: -3.169 -0.157 -6.882  -0.2150
F: -5.259 -0.276 -6.335  -0.2299
F: -3.819 -1.199 -5.035  0.0290
S: -3.918 1.602 -4.929  0.7680
O: -4.896 2.403 -5.672  -0.9151
O: -4.269 1.390 -3.540  -0.3698
O: -2.538 2.089 -5.191  -0.1049

Cartesian forces, eV/Å:
-0.082 0.596 -0.032
-0.719 -0.395 -0.280
-1.067 -0.477 -0.384
0.044 -0.843 -0.988
-2.415 0.245 -0.246
0.223 -0.043 -0.552
0.669 -1.160 0.340
0.373 0.683 0.672
1.689 0.058 -1.419
0.705 0.351 -1.105
0.093 -0.233 0.738
0.787 -0.436 0.278
0.175 -0.068 0.025
0.088 0.206 0.219
0.328 0.070 -0.275
-0.176 0.207 0.181
0.284 0.771 0.407
0.416 0.528 0.574
-0.311 -0.065 0.202
0.216 -0.108 -0.160
-0.695 0.422 0.429
-0.239 0.341 0.870
-0.229 -0.170 0.434
-0.131 -1.048 0.309
0.174 0.576 -0.234
-1.520 1.180 0.967
1.386 -2.008 -1.145
-1.046 0.486 0.704
1.192 1.705 -0.004
0.881 -2.253 -0.879
-0.342 0.357 -0.510
0.077 -0.034 0.586
-1.355 1.155 0.383
0.438 -0.644 -1.184
-1.157 -0.785 0.714
-0.593 0.442 -0.553
-0.007 -0.057 0.161
0.398 -0.500 -0.551
0.108 -0.013 0.209
0.050 0.241 -0.308
-0.310 0.293 0.611
0.166 -0.523 -0.015
-0.051 0.106 -0.454
-0.241 0.120 0.257
0.241 -0.466 0.101
0.477 0.605 0.444
0.182 0.328 0.047
0.216 -0.470 0.250
-0.089 0.115 0.018
0.530 0.278 0.231
0.097 -1.217 0.745
-0.409 0.947 -0.563
0.224 1.725 0.067
-0.116 -0.128 0.906
0.353 -0.695 -1.103
-0.944 0.846 0.203
0.498 -0.189 0.109
1.162 0.104 0.923
-1.746 -0.294 -0.085
0.406 -1.148 0.977
0.646 0.859 -0.892
0.117 -0.242 -0.111
-0.200 0.525 -0.067
0.130 -0.239 -0.142
-0.068 -0.257 0.247
0.361 -0.401 -0.457
0.075 0.276 -0.120
0.241 0.330 0.249
0.208 -0.037 0.043
-0.203 0.077 -0.670
-0.102 0.251 0.196
0.151 -0.240 -0.636
-0.438 0.320 -0.266
0.324 -0.070 0.033
-0.670 -0.864 0.163
-0.463 0.300 -1.138
-1.255 -0.840 -0.569
0.612 0.554 1.775
0.902 0.672 -1.521
2.383 1.529 1.818
0.016 -0.909 -0.501
-0.785 0.013 -0.411
0.070 -1.403 -0.671
0.222 0.555 0.065
-0.264 -0.409 -0.604
0.191 0.004 -0.265
0.420 0.150 0.506
0.286 0.287 0.564
0.414 -0.283 -0.226
0.313 0.140 -0.757
-0.144 -0.346 0.467
-0.420 -0.376 -0.508
-0.300 0.084 0.313
-0.613 -0.519 -0.118
-1.038 0.402 -0.116
0.299 -0.639 0.284
-0.800 0.302 -0.237
-0.149 -0.201 0.775
0.156 0.081 0.273
-0.080 0.624 0.436
-0.122 -0.400 -0.454
0.903 0.376 -0.925
0.222 -1.427 -0.051
-0.573 -0.828 1.389
1.647 2.283 -0.755
-0.121 -0.023 0.432
-0.519 -0.392 -0.392
0.162 -0.161 1.044
-0.523 0.601 -0.119
0.224 -1.173 -0.661
-0.128 0.269 -0.132
-0.518 0.350 -0.041
-0.495 -0.222 0.492
0.232 -0.495 -0.610
-0.050 0.203 0.291
0.044 0.422 -0.443
0.881 0.245 0.096
-0.182 0.153 0.495
0.022 -0.106 0.016
-0.399 -0.233 -0.257
-0.175 -0.245 0.109
0.015 0.371 0.230
-0.347 0.263 0.563
0.142 -0.071 -0.034
-0.299 0.509 -0.196
0.217 -1.285 -0.311
-0.674 -1.647 -0.840
1.270 1.773 -0.790
0.060 0.458 0.032
-3.296 -0.770 0.079
-0.118 0.903 0.372
0.781 -0.387 -0.499
0.462 0.988 -0.221
0.624 0.828 0.682
-0.110 0.371 -1.180
-0.282 -0.276 0.461
-0.051 0.403 -0.265
0.044 0.157 0.612
-0.284 -0.189 -0.120
0.088 0.304 -0.642
0.647 0.133 0.108
-0.614 -0.256 0.609
-0.031 0.098 0.698
0.377 -0.055 0.298
0.280 -0.029 0.201
-0.161 -0.569 0.120
0.131 0.102 -0.334
0.610 0.168 0.266
0.926 -0.473 0.222
-0.969 -0.723 0.463
-0.379 -0.151 -0.808
0.208 0.002 1.055
-0.680 -0.566 -0.092
2.184 0.676 -0.102
-2.075 -0.552 -0.537
0.523 -0.140 -0.821
-0.104 -0.020 0.631
0.943 0.074 0.047
-1.263 1.909 -0.557
-1.007 -0.795 0.574
1.305 1.012 -0.420
-0.154 -0.367 0.539
0.330 0.190 -0.170
-0.196 -0.319 -0.047
-0.375 -0.241 -0.416
0.360 -0.031 0.620
0.011 0.010 0.179
0.191 -0.152 -0.026
0.523 0.545 -0.363
0.274 -0.112 0.517
0.230 -0.176 -0.386
0.618 -0.049 0.566
-0.523 0.002 0.526
-0.114 -0.496 -0.237
-0.555 -0.098 -0.252
-0.030 -0.538 0.362
0.074 0.944 -0.562
-0.580 -0.552 -0.068
1.242 1.133 -0.801
-1.352 -1.251 0.631
1.130 0.962 0.102
0.118 -0.089 -0.644
0.427 0.110 0.361
0.468 0.151 0.240
-0.236 -0.407 -2.180
0.811 0.040 0.860
0.104 -0.176 -0.172
0.484 0.196 0.183
-0.039 0.437 0.330
0.161 -0.020 0.352
-0.364 0.091 0.053
-0.116 -1.175 0.269
-0.302 0.036 -0.177
-0.068 0.170 -0.203
-0.445 0.339 0.209
-0.376 -0.465 0.096
-0.326 0.064 -0.037
-0.041 0.144 0.444
-0.362 0.095 0.101
-0.018 -0.049 -0.070
0.128 -0.549 -1.047
1.067 1.620 0.488
0.010 0.320 0.711
-0.458 0.048 -0.332
1.385 -0.857 -1.016
-0.422 0.997 0.244
-0.318 -0.227 0.309
-0.353 0.142 -0.989
-1.781 -1.569 0.495
-0.082 -0.075 -0.066
0.335 1.258 -0.125
0.002 -0.147 -0.228
0.210 -0.291 0.330
-0.471 0.037 0.160
0.122 0.628 -0.120
0.017 -0.669 0.245
0.135 -0.102 0.541
0.022 -0.511 -0.289
0.150 0.161 -0.495
-0.362 0.464 0.423
-0.439 0.110 0.140
0.666 0.433 0.434
0.186 -0.260 0.800
-0.046 -1.139 -0.117
0.206 0.215 -0.554
0.568 -0.597 -0.573
-1.469 -0.070 -0.744
2.015 -0.380 1.507
0.697 1.173 0.239
-0.977 -1.396 -2.209
-0.309 1.054 0.152
0.322 0.041 0.353
-0.642 -0.572 1.156
-0.879 -0.157 1.245
-0.659 -2.115 -1.173
0.521 1.494 1.487
-0.127 0.050 0.762
0.274 0.409 0.073
0.151 0.129 0.306
-0.232 -0.499 -0.660
0.120 0.474 -0.170
-0.021 0.159 -0.645
-0.198 0.152 -0.020
0.048 0.489 0.105
0.588 -0.049 -0.113
0.004 -0.006 -0.249
-0.170 0.115 -0.461
-0.378 -0.117 0.234
0.985 0.766 0.026
-0.351 0.016 -0.794
0.082 -1.336 -0.399
0.167 1.089 -0.144
0.687 0.292 -0.173
-1.381 -0.965 0.465
-0.858 0.315 1.469
-0.691 -0.559 -0.157
0.497 -0.153 0.054
0.700 0.871 -0.704
-0.017 0.224 -0.753
-0.996 0.354 -0.901
0.784 -0.383 1.612
-0.547 0.126 0.319
0.579 0.640 0.426
0.014 0.275 0.667
0.010 -0.189 -0.335
0.392 -0.503 -0.563
-0.115 0.563 0.481
-0.038 0.327 -0.506
-0.076 -0.172 -0.489
0.209 -0.151 -0.075
-0.126 -0.120 0.179
0.113 -0.291 0.016
0.602 0.705 -0.927
0.165 0.109 0.494
-0.438 -0.780 -0.223
0.140 -1.398 0.885
-0.364 -0.538 -0.604
0.181 -0.035 0.646
0.900 0.371 -0.578
1.783 -2.392 2.428
-1.912 0.692 -3.288
0.816 2.648 0.139
-1.478 0.305 0.282
-0.649 0.382 -2.389
-1.255 -0.142 2.058
0.609 -0.756 0.414
-0.147 -0.331 -0.192
-1.213 -0.677 -1.246
0.949 0.327 0.349
0.241 0.491 0.649
0.820 0.381 0.898
-0.958 -1.564 -0.347
-0.648 0.910 -1.375
-0.036 -0.276 0.227
0.170 -0.082 1.294
0.422 0.923 1.587
1.127 -0.721 0.080
0.327 -0.103 0.240
-0.595 0.569 -1.618
1.947 0.889 0.711
-1.705 0.765 0.959
0.516 -0.223 -0.894
0.344 -0.531 0.154
2.332 1.381 -0.253
-1.604 -1.031 -0.047
-0.947 -0.529 -0.093
-0.728 -1.161 -0.374
2.407 -0.449 1.987
-0.620 -0.064 -0.643
-0.192 0.651 -0.434
-0.621 0.308 0.219
0.859 -0.244 -0.577
-0.649 1.074 -0.229
-0.568 -0.990 -0.100
-0.414 -0.576 0.021
-0.917 2.024 -0.855
-0.177 -0.343 1.049
0.454 -0.032 0.364
0.608 -0.014 0.098
1.467 0.871 -1.846
0.199 -0.586 0.422
0.291 -0.243 0.119
-1.531 -1.142 0.821

The HOMO energy is -0.498 Ha. As for the total charge: +5. For the largest force on an atom, the calculation gives 0.075 Eh/bohr.